# C37H38N4O7

A 2-piece molecular cluster, C37H38N4O7 overall (wB97M-V/def2-TZVPD, the Open Molecules 2025 dataset).

XYZ file:
```
86
Properties=species:S:1:pos:R:3:mulliken_charge:R:1
O -0.9415 -2.7100 9.0421 -0.599
O 1.1928 0.2985 1.4555 -0.247
O 3.0535 -1.0648 1.8536 -0.424
O 0.4698 4.0751 -3.4588 -0.692
O -0.9085 -0.4708 1.6031 -0.725
O 2.8386 -3.2549 2.3080 -0.736
O 0.8461 -3.9836 8.9721 -0.595
N 0.1035 5.8153 0.2747 0.032
N 0.0321 0.7392 -2.4261 0.558
N -0.0285 -3.2871 8.4058 0.928
N 0.5479 1.9116 -4.2707 0.334
C -1.6662 -6.1806 -0.7657 -0.859
C 0.8401 2.2876 -5.6337 -1.012
C 2.1214 0.2285 3.7075 -0.904
C -0.8406 -3.9441 -1.3113 0.437
C -0.0355 -2.9958 2.6620 -1.885
C 2.2843 -2.1916 2.0873 0.392
C -0.1842 -0.2388 -1.5291 1.662
C -2.1257 7.7562 -2.0226 -0.517
C -1.3318 -5.5653 -3.0826 -0.712
C 0.3972 2.8581 -3.2936 0.347
C -0.4654 -2.6130 -0.9170 0.307
C -2.4484 5.3379 -2.2017 -0.255
C -0.8273 3.9956 -0.6753 0.179
C 0.0960 4.4317 0.2680 -0.897
C 2.4247 0.1719 2.2179 1.200
C -0.9744 -2.3185 4.9450 0.025
C 3.3440 1.3020 1.7532 -1.770
C -2.7700 6.6425 -2.5941 -0.800
C -1.1589 0.1457 -4.5205 -1.511
C 0.0011 -3.0018 4.1963 -0.182
C -0.8854 -4.3119 -2.6860 -0.472
C 1.0450 -3.7607 6.2530 -0.680
C 0.0116 -3.1496 6.9882 -0.071
C 0.8450 -2.0005 2.0421 0.521
C 1.2957 -0.4282 -4.2521 -1.614
C -0.9664 -2.3735 6.3351 -0.633
C -1.2280 -4.9240 -0.3597 -0.012
C -0.3838 -1.5750 -1.8402 -0.351
C 0.1805 0.5579 -3.8799 0.167
C 0.2895 -0.7146 1.7064 1.050
C -1.7118 -6.5170 -2.1278 -0.360
C 1.0337 -3.6734 4.8650 -0.155
C -0.8408 6.2934 -0.6313 -0.581
C -1.1370 7.5917 -1.0372 -0.776
C -1.0495 2.6103 -1.1557 -0.175
C 0.1638 2.1195 -1.9816 0.174
C -1.4720 5.1618 -1.2252 0.667
H 3.0613 0.1342 4.2637 0.420
H -2.9254 4.4542 -2.6285 0.368
H 2.2597 -0.0278 -3.9112 0.385
H 1.1099 3.3468 -5.6547 0.379
H -2.0429 -7.5050 -2.4498 0.381
H -1.3858 -5.7911 -4.1481 0.386
H -0.2364 0.0882 -0.4924 -0.456
H -1.1999 -4.6539 0.6971 0.321
H -0.5452 -1.8129 -2.8896 -0.457
H -0.3601 -2.3928 0.1435 -0.166
H 1.1435 -1.3991 -3.7771 0.426
H -1.7360 -1.7286 4.4296 0.470
H -1.9882 -6.9070 -0.0206 0.398
H -0.0236 2.1159 -6.2901 0.333
H 1.6584 1.1947 3.9395 0.337
H 0.7445 3.8338 0.9001 0.891
H 0.6970 6.3946 0.8582 0.226
H -1.5823 -0.7407 -4.0406 0.343
H 1.8434 -4.1142 4.2817 0.470
H 1.8435 -4.2720 6.7828 0.458
H 1.0762 2.2216 -1.3587 0.006
H 3.4910 1.2463 0.6695 0.360
H -1.0016 -0.0735 -5.5842 0.463
H -1.0532 -2.7641 2.3382 0.622
H 1.6778 1.6919 -6.0127 0.291
H 2.8932 2.2659 2.0093 0.290
H -1.9510 2.5828 -1.7914 0.275
H 1.4398 -0.5797 4.0114 0.000
H -0.5722 -3.6025 -3.4536 0.400
H -3.5300 6.8021 -3.3604 0.374
H -1.6879 -1.8266 6.9376 0.461
H -2.3979 8.7611 -2.3497 0.368
H 4.3111 1.2100 2.2564 0.413
H -1.2030 1.9199 -0.3092 0.346
H 0.2758 -3.9788 2.2826 0.415
H -1.8853 0.9638 -4.4180 0.368
H 1.3066 -0.5660 -5.3412 0.478
H -0.6011 8.4255 -0.5818 0.374
```

## Properties
2S+1: 1
orbital gap: 5.03 eV
energy: -59275.8774 eV
LUMO level: -2.1 eV

---

# C37H38N8O6RbS

C37H38N8O6RbS as an isolated structure (wB97M-V/def2-TZVPD, the Open Molecules 2025 dataset).

XYZ file:
```
91
Properties=species:S:1:pos:R:3:mulliken_charge:R:1
Rb 0.0099 -0.8357 -0.2255 1.387
S 1.7588 -5.4422 -0.7542 -0.177
O -3.1560 4.8191 2.1706 -0.752
O -0.0592 0.8092 -2.4054 -0.080
O 0.8472 -1.9196 -2.6233 -0.304
O 4.2344 4.0740 4.6141 -0.751
O 2.4697 3.7413 6.0020 -0.747
O -0.6497 6.2753 2.3127 -0.597
N 1.2603 -3.5688 0.9062 -0.167
N -1.1818 -0.0665 2.5372 0.617
N -2.5538 0.7700 -0.2581 0.499
N -1.0844 3.9435 2.1079 0.132
N -1.9550 -3.1385 0.4126 -0.068
N 1.4041 0.8098 2.1077 0.266
N 2.8736 0.0453 -0.1191 -0.137
N -2.3284 -1.9503 -2.4266 -0.188
C -2.0114 -3.3723 -2.6143 -0.037
C -4.2441 2.8147 0.5552 -0.626
C 3.1639 3.5600 4.9843 0.560
C 0.8277 1.0418 3.2914 0.976
C -0.8550 0.0760 4.8911 -0.890
C 4.6335 1.8448 -1.2707 -0.552
C 1.2182 -1.5052 -3.7667 -0.543
C 1.3535 1.9191 4.2320 -0.781
C 1.6410 -3.7857 -0.3177 0.045
C 3.2035 1.1642 0.5290 0.589
C 0.5554 2.3551 -4.0527 -1.922
C 2.1997 -0.7784 -6.3662 -0.986
C -3.8470 0.7430 -0.5586 -0.264
C -2.1559 -4.4187 -0.2676 -0.533
C 1.6253 0.1521 -5.5384 -0.988
C -4.7294 1.7487 -0.1822 -0.996
C 4.0852 2.0932 -0.0255 -0.892
C 1.2534 -5.8831 0.8183 -0.234
C -2.0972 1.8022 0.4419 -0.105
C -0.4455 0.3226 3.5787 -0.027
C 1.8215 -2.4469 -4.6740 -0.578
C -2.3474 -0.6667 2.7619 -0.208
C -0.5692 5.0235 2.9420 -0.473
C 3.3918 -0.1755 -1.3249 -0.011
C -2.8374 -0.9388 4.0279 -1.073
C 2.2908 -2.1061 -5.9108 -0.557
C -2.8952 2.8451 0.8871 0.575
C 3.1824 2.2676 2.7728 -0.838
C -2.7843 -4.2699 -1.6480 -0.969
C 0.5096 0.9419 -3.4844 0.731
C -2.0604 -0.5620 5.1136 -0.546
C 4.2819 0.6870 -1.9448 -0.977
C 2.5710 1.4129 1.8594 0.571
C -2.3882 3.9567 1.7519 0.489
C 1.1184 -0.1477 -4.2535 1.182
C 1.0466 -4.7609 1.5540 -0.612
C 2.5560 2.5530 3.9720 -0.852
H 0.4765 4.8123 3.1489 0.275
H 1.5553 1.1704 -5.8973 0.338
H -2.3897 -0.7605 6.1258 0.412
H -2.9194 -0.9269 1.8771 0.303
H 0.8586 2.1557 5.1646 0.559
H 1.8309 -3.0090 -1.0500 0.216
H 3.0435 -1.0673 -1.8357 0.512
H 4.3189 3.0075 0.5011 0.399
H 0.7326 -4.7535 2.5886 0.405
H 1.5792 2.6767 -4.2499 0.447
H -1.0425 1.7543 0.6931 -0.142
H 2.5694 -0.4965 -7.3432 0.371
H -0.4355 3.3165 1.6655 0.080
H -4.8837 3.6171 0.8978 0.487
H -3.8109 -3.8965 -1.5553 0.328
H 1.1401 -6.9057 1.1375 0.419
H -1.1757 -4.8921 -0.3769 0.094
H 0.1016 3.0155 -3.3185 0.300
H 4.1405 2.7374 2.5952 0.558
H -2.7785 -5.1166 0.3107 0.412
H -5.7744 1.6809 -0.4547 0.430
H 4.6587 0.4587 -2.9328 0.442
H -1.4847 -1.3942 -2.5430 -0.235
H -0.2307 0.3721 5.7220 0.529
H -4.1782 -0.1227 -1.1248 0.409
H 2.7371 -2.8684 -6.5406 0.411
H -0.0023 2.4236 -4.9886 0.408
H 1.8874 -3.4679 -4.3137 0.423
H -0.9379 -3.5056 -2.4658 -0.057
H -2.7988 -2.5782 0.3950 0.072
H -1.6840 -3.2858 1.3774 0.208
H -1.1247 5.0127 3.8801 0.325
H 5.3146 2.5599 -1.7153 0.419
H -2.2262 -3.6972 -3.6385 0.352
H -3.7944 -1.4277 4.1518 0.456
H -1.5970 6.4386 2.2028 0.380
H -2.8579 -5.2776 -2.0703 0.397
H -2.9699 -1.6329 -3.1424 0.275
```

## Properties
energy above the lowest of the compared OMol25 structures with the same formula, charge and spin: 0.8 kcal/mol
net charge: -1
2S+1: 1
orbital gap: 6.91 eV
energy: -74687.3705 eV
LUMO level: 1.7 eV

---

# C37H39B2F4N6O6PTi

C37H39B2F4N6O6PTi as an isolated structure (wB97M-V/def2-TZVPD, the Open Molecules 2025 dataset).

XYZ file:
```
96
Properties=species:S:1:pos:R:3:lowdin_spin:R:1
Ti -1.3947 -0.2386 0.4706 1.073
P 3.1482 -1.9874 -0.9948 0.001
F -5.6156 -0.9178 2.3545 0.001
F -3.7317 -2.0934 3.0301 0.001
F 1.1518 -1.4115 3.0058 0.002
F 3.0696 -1.2116 1.7402 0.000
O -3.6262 0.2224 2.5574 0.002
O -0.6886 -0.0192 -3.8049 0.006
O 1.1245 -2.1014 0.7396 0.011
O 1.4129 0.3783 1.4837 0.007
O -2.5162 1.5383 -0.0219 0.016
O -4.0544 -1.5076 0.7644 0.041
N -2.7172 -1.7731 0.5069 0.175
N -2.3084 0.3067 2.3839 0.005
N -0.2949 -2.0410 0.7173 0.147
N 0.0764 0.6516 1.7194 0.007
N 1.5886 -2.2383 -0.6642 0.008
N -0.6196 0.0180 -1.4269 0.002
C -3.9511 6.0507 -0.5972 0.000
C 5.0418 0.0508 -0.4359 0.000
C -1.7027 1.2197 3.0621 0.011
C 0.7046 1.9055 3.7456 0.002
C 2.3944 -1.6391 -3.6298 0.000
C 3.1012 -2.4475 -2.7406 0.000
C 5.6994 -3.1100 -0.5743 0.000
C -5.2254 2.0212 0.2157 0.000
C 6.5666 -4.0077 0.0286 0.000
C -0.6571 -0.0127 -2.6184 0.006
C -0.2124 -4.4936 0.2648 0.033
C 2.2657 -2.0054 -4.9589 0.000
C 3.2746 2.0466 -1.2120 0.000
C -0.9150 -3.1965 0.4642 0.218
C -1.5584 5.4420 -0.8958 0.000
C 2.8500 -3.1794 -5.4135 0.000
C -4.7325 3.4108 -0.0677 0.001
C -3.3798 3.7288 -0.3238 0.000
C 5.4343 1.3799 -0.3984 0.000
C 2.8759 0.7194 -1.2455 0.000
C -6.3121 6.8642 -0.3453 0.000
C -2.3428 2.7149 -0.3122 0.006
C 6.0957 -4.8808 1.0006 0.000
C 3.5506 -3.9914 -4.5344 0.000
C -3.2966 -4.1767 0.5364 0.019
C 3.8870 -3.9638 0.7637 0.000
C -2.3329 -3.0395 0.4598 0.145
C -0.2451 1.2561 2.8037 0.012
C -2.4136 2.0876 4.0401 0.002
C -5.6568 4.4495 -0.0851 0.000
C 4.5556 2.3785 -0.7970 0.000
C 4.3547 -3.0797 -0.2046 0.000
C 3.7664 -0.2886 -0.8792 0.000
C 3.6715 -3.6336 -3.1989 0.000
C -5.2910 5.7624 -0.3400 0.001
C -2.9897 5.0602 -0.5990 0.001
C 4.7579 -4.8607 1.3663 0.000
B -4.2731 -1.1429 2.1713 0.005
B 1.7290 -0.9937 1.8444 0.001
H 0.3263 -4.7763 1.1739 0.011
H 1.9230 -0.7300 -3.2887 0.000
H -3.1945 2.6525 3.5259 0.000
H -3.5641 -4.5339 -0.4616 0.008
H 1.6956 -1.3742 -5.6277 0.000
H 6.7746 -5.5811 1.4706 0.000
H -6.6984 4.2177 0.1054 0.000
H 4.3907 -5.5436 2.1214 0.000
H 0.5472 1.5390 4.7606 0.001
H 4.1974 -4.2886 -2.5192 0.000
H 7.6088 -4.0296 -0.2630 0.000
H -6.0955 7.5931 0.4379 0.000
H 4.8669 3.4153 -0.7688 0.000
H 5.7264 -0.7134 -0.0938 0.000
H -4.9256 1.3168 -0.5593 0.000
H -1.7364 2.7757 4.5408 0.000
H -2.8722 -5.0085 1.0958 0.003
H -1.4944 6.5121 -1.0830 0.000
H 1.8537 0.4711 -1.5032 0.000
H -6.3115 2.0220 0.2903 0.000
H -4.8165 1.6286 1.1474 0.000
H -1.1723 4.9300 -1.7786 0.000
H -1.3306 3.0330 -0.5920 0.001
H 6.0683 -2.4448 -1.3465 0.000
H 1.7293 1.7176 3.4418 0.000
H -4.2037 -3.8440 1.0308 0.000
H 6.4261 1.6358 -0.0486 0.000
H -0.8928 5.2120 -0.0617 0.000
H 2.7498 -3.4673 -6.4525 0.000
H -2.9219 1.4675 4.7805 0.001
H 2.5750 2.8215 -1.5003 0.000
H -6.2984 7.3969 -1.2976 0.000
H 0.5168 2.9817 3.7498 0.000
H 2.8408 -3.9435 1.0393 0.000
H -7.3163 6.4769 -0.1825 0.000
H 0.5196 -4.3982 -0.5364 0.008
H -0.9214 -5.2798 0.0210 0.000
H -3.6591 7.0744 -0.8053 0.000
H 3.9963 -4.9140 -4.8833 0.000
```

## Properties
energy above the lowest of the compared OMol25 structures with the same formula, charge and spin: 59.9 kcal/mol
2S+1: 3
orbital gap (alpha / beta): 5.57 / 7.71 eV
energy: -104860.8462 eV
LUMO level (alpha / beta): -0.9 / -0.9 eV

---

Question: Among the records above, which one has the highest 2S+1?
Answer: C37H39B2F4N6O6PTi

---

Question: What is the formula in the second record?
Answer: C37H38N8O6RbS

---

Question: Which formula does entry 1 have?
Answer: C37H38N4O7

---

Question: energy of number 2 (C37H38N8O6RbS)?
Answer: -74687.3705 eV